Entry from OMol25: a gas-phase ion, C5H7N2 (charge +1) (ωB97M-V/def2-TZVPD).

```
14
Properties=species:S:1:pos:R:3:forces:R:3:lowdin_charge:R:1
C 1.867131 -1.409777 0.234751 -1.2501 2.7732 -0.2137 0.065
C 1.803194 -0.072637 0.008002 2.3118 -3.1937 0.4021 0.029
C 0.835228 -2.002552 0.844890 2.1782 3.3410 -0.5363 -0.051
C -0.372495 -0.042313 0.289861 3.2793 -0.7790 -1.1327 0.019
C 0.328955 1.411039 -1.484183 4.0925 -0.4419 -2.2944 0.048
N 0.648592 0.361766 -0.488138 -2.5737 0.0428 1.2295 -0.122
N -0.115323 -0.971870 1.411935 1.2111 1.9032 -2.0964 0.124
H 0.581334 -2.946785 1.050474 -0.9172 -3.3748 0.6233 0.070
H -1.232281 0.476618 0.184348 -2.8881 1.1368 0.2471 0.117
H 1.051943 2.263826 -1.402910 -1.0953 -0.4727 0.8038 0.131
H 0.669081 1.078140 -2.534858 -1.0373 -0.1750 1.5660 0.147
H -0.689350 1.603894 -1.420593 -1.5661 0.7163 -0.0961 0.071
H -0.985736 -1.373882 1.580528 -2.0407 -1.0680 0.9900 0.154
H 0.200003 -0.397162 2.200602 0.2956 -0.4081 0.5080 0.200
```
Forces are in eV/Å.

As for the LUMO energy (spin up / spin down): -5.53 / -5.53 eV. Its molecular weight is 95.1 g mol⁻¹. As for the total charge: +1. The relative energy (zero: lowest compared OMol25 entry of this formula, charge and spin) comes out at 782.4 kJ/mol. The energy is -303.7210 hartree.